Entry 1:
C24H63Mn2N3O16S4 as an isolated structure, computed with wB97M-V/def2-TZVPD.

Geometry (Å):
Mn  1.785  2.371  3.181
Mn  2.581  3.232  -0.262
N  0.950  0.544  0.460
O  0.664  -0.569  -0.043
O  1.234  1.422  -0.362
O  0.981  0.691  1.652
O  3.016  2.707  1.691
H  3.991  2.666  1.669
C  -6.124  0.708  1.800
C  -5.497  1.992  1.200
N  -4.077  1.815  0.871
C  -3.710  0.524  0.264
C  -2.232  0.492  -0.220
C  -3.563  3.070  0.178
C  -3.909  4.385  0.843
H  -5.497  0.253  2.566
H  -6.508  -0.035  1.101
H  -6.963  0.967  2.445
H  -6.064  2.542  0.449
H  -5.590  2.677  2.043
H  -3.868  -0.224  1.042
H  -4.322  0.256  -0.597
H  -1.868  -0.520  -0.399
H  -2.177  1.131  -1.101
H  -1.606  0.879  0.584
H  -4.072  3.071  -0.786
H  -2.510  2.935  -0.068
H  -3.531  4.471  1.862
H  -4.954  4.691  0.884
H  -3.491  5.213  0.271
C  4.392  -3.231  -5.529
C  4.582  -2.562  -4.199
N  3.572  -3.094  -3.251
C  3.943  -3.392  -1.840
C  4.886  -4.606  -1.769
C  2.208  -2.501  -3.387
C  2.161  -0.944  -3.128
H  3.347  -3.300  -5.831
H  4.809  -4.236  -5.592
H  5.011  -2.799  -6.316
H  5.603  -2.736  -3.858
H  4.428  -1.484  -4.245
H  4.369  -2.465  -1.458
H  3.057  -3.401  -1.204
H  5.631  -4.571  -2.564
H  5.347  -4.422  -0.798
H  4.350  -5.555  -1.778
H  1.521  -3.016  -2.716
H  1.862  -2.579  -4.418
H  2.578  -0.761  -2.137
H  1.142  -0.569  -3.032
H  2.668  -0.290  -3.837
O  2.368  4.242  -4.579
S  1.352  3.970  -3.519
O  1.834  3.737  -2.161
O  0.195  5.204  -3.502
C  -0.572  5.316  -2.293
C  -1.974  5.926  -2.565
C  0.466  2.467  -4.003
H  -0.004  5.775  -1.484
H  -0.715  4.362  -1.786
H  -1.939  7.014  -2.621
H  -2.597  5.495  -1.783
H  -2.231  5.561  -3.560
H  -0.163  2.788  -4.833
H  -0.034  2.137  -3.092
H  1.174  1.688  -4.283
O  0.221  1.583  4.281
S  -0.926  0.729  4.699
O  -0.770  -0.240  5.787
O  -2.160  1.729  5.057
C  -2.647  2.550  4.051
C  -2.896  3.979  4.596
C  -1.753  -0.193  3.291
H  -3.630  2.265  3.676
H  -1.997  2.556  3.176
H  -2.982  4.110  5.674
H  -3.779  4.472  4.190
H  -2.176  4.656  4.134
H  -2.247  0.515  2.626
H  -2.581  -0.761  3.715
H  -1.049  -0.885  2.829
O  -4.905  -2.586  -2.040
S  -3.525  -2.720  -2.474
O  -2.753  -1.523  -2.796
O  -2.737  -3.475  -1.175
C  -1.301  -3.460  -1.118
C  -0.924  -3.905  0.287
C  -3.198  -3.977  -3.755
H  -1.016  -2.414  -1.234
H  -0.750  -4.090  -1.816
H  -0.017  -3.371  0.571
H  -0.816  -4.988  0.351
H  -1.720  -3.693  1.000
H  -3.566  -4.923  -3.359
H  -2.116  -3.881  -3.850
H  -3.592  -3.630  -4.710
O  2.813  0.511  3.583
S  3.979  -0.381  3.614
O  5.299  0.129  4.047
O  3.581  -1.762  4.498
C  4.567  -2.802  4.681
C  4.007  -3.865  5.627
C  4.151  -1.266  2.075
H  5.469  -2.351  5.095
H  4.697  -3.314  3.727
H  3.152  -4.385  5.196
H  3.642  -3.396  6.541
H  4.722  -4.665  5.819
H  3.316  -1.960  2.174
H  5.098  -1.784  2.224
H  4.120  -0.667  1.165

Computed properties:
- charge = +2
- LUMO energy (alpha / beta) (Eh) = -0.2654 / -0.2969
- multiplicity = 11
- gap between HOMO and LUMO (alpha / beta) (eV) = 4.34 / 3.48


Entry 2:
C24H64BCuF4O24S8 as an isolated structure, computed with wB97M-V/def2-TZVPD.

Geometry (Å):
Cu  2.152  0.414  -0.105
B  -0.542  0.081  -0.421
F  -1.524  -0.898  -0.598
F  0.197  -0.080  0.778
F  0.454  -0.101  -1.436
F  -1.173  1.314  -0.499
O  3.285  -3.266  1.863
S  2.249  -3.028  0.907
O  2.117  -1.718  0.328
O  2.363  -4.052  -0.323
C  2.801  -5.401  -0.027
C  3.149  -6.108  -1.312
C  0.625  -3.501  1.526
H  2.020  -5.939  0.513
H  3.670  -5.329  0.627
H  2.319  -6.091  -2.019
H  3.652  -7.059  -1.166
H  3.897  -5.538  -1.878
H  0.658  -4.552  1.793
H  -0.077  -3.267  0.728
H  0.394  -2.898  2.406
O  -5.327  2.556  -0.252
S  -5.150  1.140  -0.050
O  -4.516  0.641  1.135
O  -6.561  0.413  -0.121
C  -7.678  1.070  -0.742
C  -8.880  0.157  -0.645
C  -4.358  0.454  -1.507
H  -7.439  1.279  -1.792
H  -7.826  2.056  -0.302
H  -9.815  0.658  -0.883
H  -8.948  -0.174  0.393
H  -8.748  -0.709  -1.290
H  -4.143  -0.606  -1.450
H  -3.431  1.027  -1.595
H  -4.952  0.764  -2.366
O  1.641  2.295  0.673
S  0.872  3.446  1.109
O  0.300  4.291  0.107
O  -0.235  2.864  2.113
C  -1.281  3.804  2.475
C  -2.514  3.559  1.659
C  1.881  4.445  2.218
H  -0.929  4.832  2.330
H  -1.450  3.742  3.551
H  -3.351  4.141  2.048
H  -2.820  2.511  1.669
H  -2.367  3.782  0.602
H  2.900  4.437  1.841
H  1.820  4.088  3.240
H  1.418  5.422  2.094
O  2.282  1.986  -1.955
S  2.361  2.706  -3.204
O  3.470  2.503  -4.079
O  1.017  2.442  -4.034
C  -0.222  2.449  -3.287
C  -1.316  2.887  -4.237
C  2.236  4.473  -2.804
H  -0.212  3.140  -2.444
H  -0.395  1.431  -2.947
H  -2.283  2.931  -3.738
H  -1.427  2.203  -5.082
H  -1.089  3.853  -4.690
H  3.109  4.714  -2.204
H  1.334  4.596  -2.206
H  2.135  5.053  -3.716
O  -1.604  -2.783  4.288
S  -2.591  -1.805  3.924
O  -3.983  -2.125  3.849
O  -2.430  -0.560  4.944
C  -3.626  0.240  5.140
C  -3.233  1.393  6.029
C  -2.024  -1.032  2.428
H  -4.402  -0.367  5.598
H  -3.959  0.598  4.164
H  -2.517  2.082  5.569
H  -2.762  1.060  6.954
H  -4.096  2.025  6.246
H  -1.837  -1.844  1.731
H  -1.170  -0.443  2.741
H  -2.796  -0.406  1.989
O  1.760  -3.135  -5.416
S  0.698  -2.180  -5.610
O  0.800  -1.205  -6.662
O  -0.640  -3.062  -5.836
C  -1.852  -2.336  -6.050
C  -2.940  -2.772  -5.099
C  0.333  -1.376  -4.046
H  -2.156  -2.446  -7.094
H  -1.705  -1.256  -5.943
H  -3.076  -3.853  -5.135
H  -3.875  -2.258  -5.312
H  -2.630  -2.517  -4.082
H  0.000  -2.137  -3.343
H  -0.477  -0.670  -4.204
H  1.275  -0.963  -3.701
O  3.694  -0.948  -4.085
S  4.254  -0.799  -2.783
O  3.387  -0.523  -1.656
O  5.035  -2.158  -2.495
C  5.600  -2.379  -1.201
C  6.304  -3.713  -1.229
C  5.584  0.410  -2.752
H  4.845  -2.403  -0.409
H  6.301  -1.587  -0.926
H  5.748  -4.521  -1.705
H  6.591  -4.053  -0.235
H  7.203  -3.659  -1.850
H  5.070  1.355  -2.931
H  6.179  0.232  -3.644
H  6.114  0.423  -1.808
O  1.011  -0.827  3.811
S  2.236  -0.126  3.576
O  2.665  0.136  2.219
O  2.166  1.315  4.272
C  1.775  1.350  5.658
C  1.415  2.764  6.054
C  3.614  -0.898  4.450
H  2.547  0.945  6.314
H  0.875  0.740  5.769
H  1.116  2.776  7.098
H  0.580  3.092  5.426
H  2.202  3.488  5.836
H  4.350  -0.110  4.607
H  4.013  -1.695  3.830
H  3.243  -1.230  5.416

Computed properties:
- energy relative to the best compared isomer or geometry (same formula, charge and spin) (kJ/mol) = 0.0
- charge = +1
- LUMO energy (alpha / beta) (Eh) = -0.0882 / -0.2305
- multiplicity = 2
- gap between HOMO and LUMO (alpha / beta) (eV) = 9.93 / 6.06


Entry 3:
A 13-piece molecular cluster, C24H64BO20 overall, computed with wB97M-V/def2-TZVPD.

Geometry (Å):
O  -7.057  31.751  3.986
C  -6.566  31.588  2.883
O  -5.356  31.661  2.596
B  -5.148  31.157  1.268
O  -6.475  30.668  0.789
C  -7.336  30.979  1.655
O  -8.560  30.779  1.556
O  -4.105  30.079  1.323
C  -2.923  30.522  0.777
O  -1.897  29.878  0.708
C  -3.220  31.954  0.199
O  -4.567  32.156  0.389
O  -2.444  32.723  -0.311
C  -4.427  26.773  -0.072
O  -4.076  26.227  -1.330
H  -3.672  27.510  0.204
H  -5.415  27.233  -0.085
H  -4.409  25.920  0.606
H  -4.647  25.486  -1.545
C  -1.064  26.416  1.705
O  -0.327  27.544  1.248
H  -1.595  26.638  2.630
H  -1.864  26.147  1.015
H  -0.452  25.538  1.912
H  -0.954  28.267  1.324
C  -5.803  34.972  -1.143
O  -5.897  35.905  -2.191
H  -6.299  34.050  -1.445
H  -4.741  34.728  -1.103
H  -6.177  35.330  -0.184
H  -6.810  36.045  -2.453
C  -10.024  32.929  4.055
O  -10.787  33.985  4.672
H  -9.935  32.017  4.646
H  -10.417  32.647  3.079
H  -9.009  33.265  3.844
H  -10.290  34.427  5.364
C  -2.822  34.566  -3.269
O  -3.423  35.842  -3.447
H  -2.268  34.270  -4.160
H  -2.084  34.654  -2.472
H  -3.533  33.819  -2.919
H  -4.251  35.811  -2.963
C  -0.118  35.699  -0.165
O  1.229  36.066  -0.104
H  -0.674  36.355  -0.836
H  -0.289  34.757  -0.686
H  -0.595  35.818  0.808
H  1.680  35.561  0.577
C  -0.344  31.146  -2.877
O  -0.912  30.085  -2.045
H  -0.801  32.093  -2.591
H  0.734  31.235  -2.743
H  -0.611  31.003  -3.923
H  -1.828  29.946  -2.297
C  -3.177  29.374  4.908
O  -2.456  28.784  3.900
H  -4.127  29.694  4.481
H  -3.256  28.626  5.697
H  -2.589  30.182  5.345
H  -3.047  28.137  3.508
C  -8.254  28.599  5.673
C  -7.480  29.078  6.913
C  -7.875  30.519  7.342
O  -7.838  28.196  7.985
H  -9.336  28.636  5.802
H  -8.047  27.549  5.468
H  -8.079  29.219  4.794
H  -6.424  28.991  6.659
H  -7.162  30.843  8.099
H  -8.911  30.511  7.681
H  -7.785  31.203  6.498
H  -8.777  28.314  8.144
C  -4.896  30.445  -2.977
C  -4.092  29.167  -3.227
C  -4.900  28.054  -3.911
O  -2.918  29.466  -3.944
H  -4.209  31.133  -2.483
H  -5.659  30.122  -2.270
H  -5.312  30.869  -3.891
H  -3.673  28.748  -2.312
H  -5.614  27.581  -3.237
H  -4.247  27.238  -4.221
H  -5.446  28.538  -4.721
H  -3.108  29.971  -4.737
C  0.922  31.921  0.739
C  2.018  30.883  0.824
C  3.146  31.308  1.874
O  1.467  29.643  1.252
H  0.034  31.698  0.147
H  1.334  32.861  0.371
H  0.506  32.191  1.710
H  2.488  30.825  -0.158
H  3.844  32.041  1.470
H  3.711  30.456  2.252
H  2.718  31.815  2.739
H  1.070  29.903  2.086
C  -3.223  34.779  6.396
C  -3.564  33.349  6.801
C  -4.687  32.745  5.990
O  -2.407  32.545  6.633
H  -3.744  35.471  7.059
H  -3.442  35.039  5.361
H  -2.159  34.981  6.520
H  -3.822  33.313  7.859
H  -5.648  33.246  6.109
H  -4.704  31.701  6.300
H  -4.495  32.785  4.918
H  -1.942  32.939  5.891

Computed properties:
- energy relative to the best compared isomer or geometry (same formula, charge and spin) (kJ/mol) = 64.8
- charge = -2
- LUMO energy (alpha / beta) (Eh) = 0.1444 / 0.1443
- multiplicity = 2
- gap between HOMO and LUMO (alpha / beta) (eV) = 2.47 / 6.51


Entry 4:
A 8-piece molecular cluster, C24H64O24S8 overall, computed with wB97M-V/def2-TZVPD.

Geometry (Å):
O  -0.750  -0.146  0.697
S  0.629  -0.138  0.303
O  1.147  -0.865  -0.820
O  1.104  1.382  0.098
C  0.487  2.188  -0.902
C  1.192  3.534  -0.976
C  1.586  -0.553  1.786
H  -0.598  2.328  -0.855
H  0.636  1.611  -1.826
H  0.824  4.307  -0.302
H  1.144  3.949  -1.983
H  2.253  3.368  -0.780
H  1.285  0.207  2.503
H  2.623  -0.355  1.514
H  1.409  -1.578  2.093
O  5.086  0.180  -3.929
S  3.867  0.780  -4.428
O  3.559  2.168  -4.149
O  3.711  0.589  -6.044
C  4.722  1.296  -6.790
C  4.483  1.053  -8.286
C  2.459  -0.297  -3.939
H  5.699  0.850  -6.589
H  4.687  2.341  -6.484
H  4.640  0.029  -8.616
H  5.273  1.647  -8.753
H  3.495  1.388  -8.593
H  2.682  -1.257  -4.407
H  1.588  0.156  -4.400
H  2.470  -0.503  -2.873
O  -4.317  0.737  -4.987
S  -4.161  1.806  -4.033
O  -5.302  2.582  -3.667
O  -3.494  1.265  -2.658
C  -2.746  0.071  -2.684
C  -3.572  -1.201  -2.536
C  -2.811  2.862  -4.596
H  -2.049  0.083  -1.834
H  -2.026  0.046  -3.511
H  -4.366  -1.136  -3.281
H  -3.989  -1.305  -1.537
H  -2.949  -2.069  -2.749
H  -1.887  2.289  -4.639
H  -2.766  3.751  -3.978
H  -3.072  3.005  -5.646
O  -3.368  -3.900  -0.446
S  -2.601  -3.688  0.745
O  -2.823  -2.576  1.653
O  -2.639  -5.025  1.687
C  -2.014  -4.907  2.966
C  -2.974  -5.446  3.992
C  -0.856  -3.638  0.263
H  -1.820  -3.867  3.216
H  -1.091  -5.474  3.081
H  -3.655  -4.669  4.348
H  -2.551  -5.915  4.881
H  -3.590  -6.227  3.538
H  -0.403  -3.510  1.247
H  -0.536  -2.892  -0.457
H  -0.681  -4.640  -0.130
O  -4.491  3.287  -0.505
S  -3.630  2.872  0.566
O  -2.240  3.308  0.662
O  -4.367  3.316  1.960
C  -5.787  3.162  2.136
C  -6.146  3.815  3.464
C  -3.695  1.116  0.797
H  -6.089  2.115  2.057
H  -6.215  3.675  1.270
H  -6.023  3.152  4.312
H  -7.198  4.112  3.387
H  -5.682  4.799  3.518
H  -3.314  0.576  -0.062
H  -4.716  0.907  1.097
H  -3.009  0.978  1.633
O  2.869  -8.546  -0.615
S  2.062  -7.397  -0.288
O  0.798  -7.582  0.343
O  2.982  -6.403  0.539
C  2.391  -5.241  1.123
C  3.480  -4.420  1.816
C  1.895  -6.416  -1.813
H  1.683  -5.494  1.911
H  1.818  -4.621  0.433
H  3.154  -3.381  1.815
H  4.433  -4.479  1.289
H  3.648  -4.756  2.837
H  2.792  -5.831  -1.997
H  1.065  -5.708  -1.824
H  1.677  -7.140  -2.596
O  2.990  7.222  1.232
S  2.278  7.583  0.032
O  0.843  7.403  -0.014
O  2.670  9.077  -0.371
C  1.785  9.866  -1.170
C  2.276  11.301  -1.096
C  3.107  6.582  -1.257
H  0.742  9.683  -0.900
H  1.736  9.505  -2.206
H  2.009  11.715  -0.121
H  1.879  11.993  -1.834
H  3.366  11.298  -1.101
H  2.482  6.510  -2.144
H  3.277  5.609  -0.811
H  4.023  7.125  -1.473
O  1.273  -5.882  4.665
S  1.076  -4.465  4.641
O  0.711  -3.799  3.423
O  -0.057  -4.043  5.718
C  -0.033  -4.548  7.038
C  -1.299  -4.162  7.755
C  2.402  -3.511  5.334
H  0.840  -4.193  7.610
H  0.193  -5.620  7.098
H  -2.151  -4.663  7.298
H  -1.489  -3.089  7.653
H  -1.218  -4.250  8.837
H  1.996  -2.527  5.544
H  3.172  -3.586  4.570
H  2.688  -3.978  6.274

Computed properties:
- energy relative to the best compared isomer or geometry (same formula, charge and spin) (kJ/mol) = 212.8
- charge = 0
- LUMO energy (Eh) = -0.0025
- SMILES = CCOS(C)(=O)=O.CCOS(C)(=O)=O.CCOS(C)(=O)=O.CCOS(C)(=O)=O.CCOS(C)(=O)=O.CCOS(C)(=O)=O.CCOS(C)(=O)=O.CCOS(C)(=O)=O
- gap between HOMO and LUMO (eV) = 10.81